1.
Molecular formula: C3H4N2
Method: DFT, wB97M-V/def2-TZVPD

```
! wB97M-V def2-TZVPD RIJCOSX def2/J DEFGRID3
* xyz 0 1
N -0.78 -0.55 -0.54
N -2.74 2.60 -0.26
C -0.33 0.80 -0.46
C -0.07 -0.08 0.62
C -1.80 1.99 -0.37
H -0.84 0.12 1.38
H -0.43 -1.30 -1.14
H 1.04 -0.32 0.67
H 0.30 1.39 -1.13
*
```

* E_tot: -226.0912 Ha
* SMILES string: N#C[C@H]1CN1

=====

2.
Molecular formula: C3H4N2O
Method: DFT, wB97M-V/def2-TZVPD

```
! wB97M-V def2-TZVPD RIJCOSX def2/J DEFGRID3
* xyz 0 1
O -1.76 1.29 -0.34
N 0.52 1.07 -0.10
N -0.72 -0.80 0.04
C 1.34 0.01 0.16
C 0.69 -1.17 0.29
C -0.67 0.54 -0.14
H -1.37 2.17 -0.43
H 2.40 0.18 0.20
H 1.26 -2.09 0.19
H -1.67 -1.19 0.13
*
```

* E_tot: -301.4556 Ha
* SMILES string: Oc1ncc[nH]1

=====

3.
Molecular formula: C3H4N2O
Method: DFT, wB97M-V/def2-TZVPD

```
! wB97M-V def2-TZVPD RIJCOSX def2/J DEFGRID3
* xyz 0 1
O 1.38 3.39 -0.92
N -0.93 -0.47 0.17
N -0.19 1.87 0.27
C -0.52 0.77 0.09
C 1.48 2.45 -0.27
C -0.03 -1.58 0.21
H -1.89 -0.51 -0.29
H 0.49 -1.83 -0.71
H -0.47 -2.61 0.50
H 0.69 -1.47 0.96
*
```

* E_tot: -301.3717 Ha

=====

4.
Molecular formula: C3H4N2O
Method: DFT, wB97M-V/def2-TZVPD

```
! wB97M-V def2-TZVPD RIJCOSX def2/J DEFGRID3
* xyz 0 1
O 1.32 0.80 -0.44
N -1.28 -1.63 0.55
N -0.70 0.65 0.41
C 0.39 1.48 0.25
C 0.86 -0.49 -0.63
C -0.49 -0.54 -0.12
H 0.87 2.48 0.80
H -2.23 -1.34 0.29
H 1.49 -1.09 -1.12
H -1.37 -2.35 -0.19
*
```

* E_tot: -301.3776 Ha
* SMILES string: Nc1cocn1

=====

5.
Molecular formula: C3H4N2O
Method: DFT, wB97M-V/def2-TZVPD

```
! wB97M-V def2-TZVPD RIJCOSX def2/J DEFGRID3
* xyz 0 1
O 1.31 1.73 -1.42
N -1.58 0.14 1.46
N 0.40 -2.73 -0.33
C -0.31 2.07 0.39
C -1.01 1.00 0.97
C 0.56 1.90 -0.57
H 0.84 -2.61 -1.23
H -0.56 -2.43 -0.40
H -0.52 3.05 0.79
H 0.86 -2.11 0.33
*
```

* E_tot: -301.4207 Ha
* SMILES string: N#CC=C=O.N

=====

6.
Molecular formula: C3H4N2O
Method: DFT, wB97M-V/def2-TZVPD

```
! wB97M-V def2-TZVPD RIJCOSX def2/J DEFGRID3
* xyz 0 1
O 0.33 -2.08 -0.48
N -0.52 1.17 0.53
N 0.74 1.41 0.04
C 1.13 0.22 -0.35
C 0.16 -0.78 -0.10
C -0.93 -0.26 0.58
H -1.38 0.83 -0.17
H 2.10 0.09 -0.82
H -0.89 1.84 1.19
H -0.46 -2.56 -0.19
*
```

* E_tot: -301.3097 Ha

=====

The LUMO results, record by record, are as follows: 0.70 0.84 0.37 0.93 -0.07 0.98 eV.
The energy above the lowest of the compared OMol25 structures with the same formula, charge and spin results, record by record, are as follows: 351.7 83.1 303.4 287.9 174.8 466.0 kJ/mol.
The orbital gap results, record by record, are as follows: 11.21 9.43 9.39 9.67 9.91 9.96 eV.